{
  "formula": "C14H17O2RhS5Si2",
  "method": "ωB97M-V/def2-TZVPD",
  "symbols": ["Rh", "C", "Si", "C", "C", "C", "C", "C", "C", "C", "Si", "C", "C", "H", "H", "H", "H", "H", "H", "H", "H", "H", "H", "H", "H", "H", "H", "H", "H", "S", "C", "S", "C", "C", "S", "S", "S", "O", "C", "O", "H"],
  "xyz": [[-1.069018, -0.280059, -1.232101], [2.057758, 1.591629, -1.611519], [1.289640, -0.058088, -1.081985], [1.960010, -1.320422, -2.333282], [2.091467, -0.479838, 0.583298], [3.456154, -0.644612, 0.842841], [3.899653, -0.968662, 2.115090], [2.977299, -1.123248, 3.150172], [1.625476, -0.947517, 2.901716], [1.169113, -0.626006, 1.618889], [-0.625457, -0.244850, 1.104854], [-0.958918, 1.434524, 1.915508], [-1.685006, -1.555639, 1.966530], [3.148680, 1.484606, -1.582111], [1.773890, 2.405333, -0.941503], [1.767358, 1.882653, -2.622041], [3.055673, -1.279310, -2.357609], [1.583521, -1.117810, -3.337949], [1.646179, -2.328786, -2.066265], [4.182011, -0.528618, 0.042410], [4.958661, -1.105151, 2.307061], [3.320157, -1.378781, 4.147355], [0.918978, -1.063334, 3.718911], [-0.685103, 1.403766, 2.976299], [-2.006725, 1.720965, 1.828241], [-0.357927, 2.209194, 1.432725], [-1.465967, -1.563535, 3.040635], [-1.467187, -2.548004, 1.565653], [-2.752995, -1.369936, 1.840975], [-6.103459, 4.958291, -2.619230], [-4.924902, 3.816628, -2.252879], [-3.214590, 4.020256, -2.672661], [-2.684491, 2.491457, -2.040910], [-3.601046, 1.825865, -1.210582], [-3.280816, 0.348065, -0.424115], [-5.110637, 2.633686, -0.943492], [-1.107093, 1.945467, -2.336638], [-1.822995, -4.265803, -1.126627], [-0.960622, -3.425390, -1.346210], [-1.081181, -2.306155, -1.952231], [0.084463, -3.642851, -1.007232]],
  "atomic_forces_ev_per_a": [[-0.02, 0.21, 0.20], [0.06, -0.04, 0.09], [0.04, 0.01, -0.10], [0.04, 0.05, 0.03], [0.15, 0.02, -0.13], [-0.01, -0.01, -0.01], [-0.05, -0.01, 0.06], [0.06, 0.01, -0.05], [-0.01, 0.00, 0.00], [-0.10, -0.01, 0.17], [-0.02, 0.00, -0.16], [0.05, -0.07, 0.03], [0.02, 0.04, 0.04], [-0.01, 0.03, 0.00], [-0.01, -0.01, 0.01], [-0.02, -0.03, -0.02], [-0.01, 0.00, -0.01], [-0.01, 0.03, 0.00], [0.01, -0.01, 0.01], [-0.01, 0.00, -0.01], [0.00, 0.00, 0.01], [0.01, 0.00, 0.00], [-0.01, 0.00, -0.01], [0.00, 0.00, -0.01], [-0.03, 0.00, -0.02], [0.01, -0.01, -0.01], [0.00, -0.01, 0.00], [0.00, 0.00, -0.01], [0.01, 0.02, -0.02], [-0.03, 0.04, -0.01], [0.05, -0.06, 0.01], [-0.02, 0.05, -0.04], [0.03, -0.01, 0.06], [0.02, -0.06, -0.02], [-0.05, 0.07, -0.02], [-0.03, 0.00, 0.02], [0.01, -0.07, -0.02], [-0.02, -0.01, -0.04], [0.24, 0.02, 0.04], [-0.28, -0.17, -0.11], [-0.04, 0.02, 0.06]],
  "lowdin_charge": [0.347, -0.263, 0.444, -0.219, -0.303, -0.108, -0.121, -0.120, -0.105, -0.301, 0.414, -0.221, -0.224, 0.014, 0.016, -0.004, 0.014, 0.022, -0.002, 0.091, 0.084, 0.085, 0.091, 0.016, 0.003, 0.023, 0.012, 0.019, -0.002, 0.255, -1.560, 0.761, -1.158, -1.138, 0.582, 0.769, 0.578, -0.053, -0.603, -0.243, 0.107],
  "homo_ev": [0.044, -2.317],
  "energy_ha": -3374.73948,
  "e_above_lowest_kj_mol": 0.00,
  "charge": -2,
  "max_force_ev_per_a": 0.34,
  "s_squared": 6.020,
  "multiplicity": 5
}